# C10H17FN3O3S2

2 unconnected molecules or ions with the total composition C10H17FN3O3S2 in a non-equilibrium geometry (wB97M-V/def2-TZVPD, the OMol25 dataset).

Properties
HOMO   -2.145 eV
HOMO-LUMO gap   4.5 eV
Total energy   -45644.791 eV
Charge   -1

Atoms and positions in Å:
C: -1.998 -2.127 -2.131
C: -0.714 -1.351 -1.910
F: -0.559 -0.530 -3.139
N: 0.354 -2.195 -1.677
C: 1.601 -1.498 -1.801
C: 2.648 -2.290 -1.027
S: 4.391 -1.793 -1.383
C: 4.220 -0.155 -1.935
N: 4.465 0.354 -3.099
N: 4.203 1.715 -2.998
C: 3.812 1.906 -1.781
O: 3.819 0.786 -1.037
H: -2.443 -2.423 -1.188
H: -1.744 -2.984 -2.746
H: -2.687 -1.492 -2.683
H: -0.835 -0.599 -1.116
H: 1.930 -1.414 -2.844
H: 1.552 -0.496 -1.342
H: 2.571 -3.349 -1.240
H: 2.497 -2.114 0.031
H: 3.494 2.822 -1.328
C: -1.220 1.566 3.527
C: -2.637 2.131 3.352
C: -3.016 1.965 1.875
S: -2.091 0.536 1.277
O: -1.143 0.999 0.307
O: -3.001 -0.545 1.015
C: -1.213 0.223 2.806
H: -0.956 1.455 4.579
H: -0.493 2.238 3.066
H: -3.333 1.567 3.978
H: -2.697 3.176 3.656
H: -4.077 1.774 1.733
H: -2.710 2.820 1.278
H: -0.219 -0.149 2.568
H: -1.774 -0.530 3.358